(1)
Density functional theory data (ωB97M-V/def2-TZVPD) for C18H23N10OPtS2 as an isolated structure.

As for the charge: +3. For the LUMO energy, the calculation gives -9.739 eV. For the HOMO energy, the calculation gives -0.6465 hartree. The value obtained for the energy above the lowest of the compared OMol25 structures with the same formula, charge and spin is 0.9 kcal per mole. Its spin multiplicity is 1.

```
55
Properties=species:S:1:pos:R:3:forces:R:3:lowdin_charge:R:1
Pt 0.04744 0.32959 0.36942 0.4261 -0.2887 0.0926 1.335
C -1.99797 -3.38557 0.78489 0.0389 0.0011 0.0022 0.026
C -1.15482 -2.22385 0.39950 0.0246 0.0505 -0.0100 -0.217
N -1.08685 -1.13432 1.10266 -0.0042 -0.1354 -0.1050 -0.203
N -1.79488 -0.98672 2.26265 -0.0488 0.0809 -0.0077 0.013
C -1.60238 0.16514 2.86795 -0.0431 -0.0064 -0.1209 -0.778
N -2.24076 0.40928 4.00286 0.0744 -0.0537 0.0468 0.154
S -0.54719 1.46676 2.28063 -0.1287 0.1377 -0.1364 0.724
C -0.30169 -2.26159 -0.81346 0.0777 -0.0107 0.1262 -0.188
C -0.20407 -3.37771 -1.61841 0.0038 -0.0163 -0.0190 0.049
C 0.69592 -3.37282 -2.68348 0.0038 0.0347 0.0229 0.030
C 1.48439 -2.25766 -2.89701 -0.0244 -0.0181 0.0000 0.020
C 1.33345 -1.16067 -2.05955 -0.0384 0.0698 -0.1000 -0.058
N 0.45845 -1.16181 -1.06027 -0.3970 0.0578 -0.0108 -0.039
H -2.58191 -3.17152 1.67269 -0.0018 0.0161 0.0071 0.089
H -1.36517 -4.25490 0.97976 -0.0150 -0.0113 -0.0040 0.117
H -2.66642 -3.64644 -0.03839 -0.0029 -0.0011 0.0023 0.116
H -2.80190 -0.31401 4.42959 -0.0441 0.0109 -0.0265 0.143
H -2.17181 1.29765 4.47345 0.0034 -0.0005 -0.0026 0.123
H -0.81291 -4.24825 -1.42007 -0.0015 -0.0030 -0.0056 0.135
H 0.77961 -4.23857 -3.32705 0.0025 -0.0023 0.0027 0.142
H 2.20470 -2.21906 -3.70206 -0.0022 -0.0056 -0.0006 0.137
H 1.91920 -0.26148 -2.20290 -0.0156 -0.0077 0.0157 0.125
N -3.45319 0.46893 0.05456 -0.0369 -0.0337 -0.1782 0.229
C -2.76238 1.25417 -0.76599 0.0351 -0.0238 0.0780 -0.394
N -3.47158 2.02454 -1.56382 -0.0450 0.0001 -0.0752 0.206
C -2.83217 2.84606 -2.39212 0.0637 -0.0192 0.0296 -0.377
N -3.52038 3.60183 -3.21600 -0.0126 -0.0076 -0.0339 0.248
N -1.46607 2.96970 -2.41764 -0.0612 0.0139 -0.0525 0.220
C -0.82591 2.20432 -1.60836 0.0001 0.0605 0.0318 -0.264
N -1.38051 1.26693 -0.77184 0.2759 0.0750 0.0709 0.000
C 0.64212 2.38725 -1.51917 0.0221 0.0394 -0.0246 -0.183
C 1.33861 3.22237 -2.36736 -0.0265 0.0351 0.0306 0.054
C 2.70557 3.37753 -2.17348 0.0227 -0.0166 0.0182 0.033
C 3.32543 2.69747 -1.13488 -0.0083 0.0318 -0.0148 0.019
C 2.57263 1.86503 -0.32698 -0.0210 0.0242 0.0941 -0.071
N 1.25806 1.71917 -0.52619 -0.2087 -0.0003 -0.0979 -0.077
H -4.45691 0.51734 -0.04282 -0.0004 0.0038 0.0409 0.145
H -3.06586 -0.19238 0.69718 0.1022 -0.0133 0.1921 0.065
H -4.52820 3.55525 -3.22221 0.0009 0.0020 0.0007 0.147
H -3.04811 4.23969 -3.83721 -0.0023 0.0045 0.0058 0.143
H 0.80137 3.74167 -3.14798 0.0095 0.0014 -0.0022 0.137
H 3.27808 4.02634 -2.82321 -0.0007 0.0053 0.0053 0.142
H 4.38409 2.80459 -0.94455 0.0014 0.0016 -0.0045 0.137
H 3.00139 1.30391 0.48974 0.0067 -0.0212 -0.0210 0.115
C 2.67758 -0.03046 3.73139 0.0132 -0.0232 0.0389 -0.203
S 1.62762 -1.07678 2.74831 0.0264 0.0378 0.1431 0.947
C 2.68000 -2.49975 2.55957 -0.0023 0.0218 -0.0034 -0.196
O 1.69375 -0.42853 1.31373 -0.0558 -0.0917 -0.0220 -0.687
H 2.80559 -0.52666 4.69525 0.0128 0.0226 0.0117 0.089
H 2.17009 0.92190 3.87265 -0.0024 -0.0311 -0.0152 0.058
H 3.63885 0.09425 3.23518 0.0041 -0.0050 0.0003 0.083
H 2.78342 -2.96009 3.54359 -0.0019 0.0128 0.0033 0.090
H 3.64954 -2.19179 2.17213 0.0004 -0.0060 -0.0138 0.084
H 2.18507 -3.19526 1.88512 0.0014 0.0001 -0.0057 0.067
```
Forces are in eV/Å.

---

(2)
Density functional theory data (ωB97M-V/def2-TZVPD) for a 2-piece molecular cluster, C8H24FN3OPS overall in a non-equilibrium geometry.

As for the charge: +1. For the LUMO energy, the calculation gives -5.704 eV. For the HOMO energy, the calculation gives -0.3689 hartree. Its spin multiplicity is 1.

```
39
Properties=species:S:1:pos:R:3:forces:R:3:lowdin_charge:R:1
C -0.04940 4.08998 1.03392 -0.9180 0.5683 0.0718 -0.108
C -0.85134 5.45853 0.73083 1.1098 -1.8892 0.6652 -0.343
S -2.62950 4.99581 0.51132 -0.3475 1.7628 0.8374 1.205
F -3.10592 4.66865 2.02794 1.0578 -0.3649 -2.1129 -0.288
H 0.22366 4.08873 2.11243 0.1228 -0.0976 -0.9407 0.093
H 0.82052 4.02943 0.34555 -0.5713 -0.1257 0.7239 0.091
H -0.75032 3.22540 0.87862 1.0773 0.4992 0.0514 0.050
H -0.75368 6.13602 1.61726 -0.6919 -0.3283 -0.9021 0.112
H -0.43429 5.95951 -0.18067 -1.0561 -0.3232 0.5361 0.115
H -2.55703 3.80280 -0.18687 0.2730 0.0487 1.0829 0.049
O -0.71858 0.28903 0.63191 -3.1957 -1.7761 0.5780 -0.349
P -0.44466 -1.09912 0.02371 6.6562 2.2091 -1.9903 0.752
N 0.92999 -1.41974 0.98911 0.7113 -0.4320 0.5730 -0.360
C 2.33753 -1.32581 0.68926 0.1810 0.0168 -0.2868 -0.131
C 0.67700 -1.66712 2.40362 -0.5489 -0.0151 -0.1878 -0.123
N -0.11599 -0.51913 -1.56340 -0.6879 0.8874 -0.1638 -0.301
C 1.06937 -0.77956 -2.35614 0.0301 -0.8063 -0.4759 -0.134
C -0.57678 0.83297 -1.87598 -0.0626 0.1326 0.2508 -0.162
N -0.36879 -2.74770 -0.65710 -3.1497 -0.5382 0.7392 -0.288
C -1.72411 -3.34014 -0.58088 -0.2459 0.0295 -0.5437 -0.142
C 0.60215 -3.79398 -0.38239 0.5475 0.1131 0.7608 -0.118
H 2.85736 -2.23094 1.02324 0.0164 0.0002 0.1093 0.085
H 2.80775 -0.46909 1.18424 0.0473 0.0598 0.0037 0.084
H 2.55514 -1.25252 -0.37224 -0.2002 0.1011 -0.0495 0.050
H 0.18648 -2.64039 2.54007 -0.0170 -0.0320 0.1839 0.073
H 0.03134 -0.89798 2.83385 -0.0262 0.0101 0.0320 0.067
H 1.59746 -1.67952 2.98876 0.0450 -0.0096 -0.2338 0.084
H 1.90859 -0.14244 -2.05473 -0.0064 0.0173 0.0415 0.081
H 0.87686 -0.57364 -3.41443 -0.1203 0.0550 0.1181 0.084
H 1.38437 -1.82307 -2.33050 -0.0631 0.0434 0.2784 0.073
H 0.09428 1.59457 -1.44399 -0.1348 0.0148 -0.0279 0.073
H -1.58869 0.99501 -1.50696 0.1280 0.0145 0.1349 0.058
H -0.61851 0.99106 -2.95619 0.1904 -0.2379 -0.0211 0.080
H -1.99270 -3.58052 0.45292 -0.0696 -0.1683 -0.0999 0.079
H -1.80536 -4.24594 -1.18531 0.1209 0.0482 0.0354 0.081
H -2.46556 -2.63349 -0.97086 0.0628 0.0797 0.0730 0.077
H 0.64381 -4.07927 0.67363 0.1183 -0.0416 -0.0128 0.086
H 1.59895 -3.52161 -0.72577 -0.0075 0.2637 0.2191 0.070
H 0.34858 -4.69480 -0.94777 -0.3752 0.2109 -0.0507 0.094
```
Forces are in eV/Å.